A cluster of 9 separate species, C9H36N10O9 in total in a non-equilibrium geometry, computed with ωB97M-V/def2-TZVPD.

The geometry in ORCA input format:
```
! wB97M-V def2-TZVPD RIJCOSX def2/J DEFGRID3
* xyz 0 1
N 1.653 2.811 1.903
C 2.837 2.303 1.725
N 3.371 1.763 2.786
O 3.449 2.215 0.480
H 1.234 3.431 1.226
H 1.102 2.617 2.819
H 4.118 1.062 2.725
H 3.226 2.084 3.737
N 3.083 -0.258 -3.571
C 3.054 0.546 -2.563
N 4.168 0.703 -1.919
O 1.913 1.165 -2.182
H 2.148 -0.325 -4.038
H 3.945 -0.637 -4.004
H 4.020 1.211 -1.056
H 5.125 0.576 -2.215
N 0.846 -1.639 -0.305
C 0.621 -1.973 -1.549
N 0.943 -3.229 -1.703
O 0.086 -1.186 -2.527
H 0.623 -0.672 -0.067
H 1.406 -2.268 0.197
H 0.867 -3.659 -2.614
H 1.284 -3.799 -0.940
N -1.248 0.613 -1.044
C -0.843 1.281 -0.030
N 0.458 1.159 0.023
O -1.659 1.838 0.948
H -2.283 0.545 -1.045
H -0.636 0.122 -1.634
H 0.979 1.599 0.831
H 0.994 1.077 -0.861
N 0.290 2.104 4.185
C -0.968 2.418 4.386
N -1.803 1.802 3.679
O -1.293 3.214 5.482
H 0.974 2.445 4.880
H 0.547 1.178 3.778
H -2.829 1.900 3.902
H -1.687 1.548 2.703
C -4.249 1.051 -0.129
O -4.129 0.433 -1.396
H -3.942 0.434 0.646
H -5.251 1.294 0.189
H -3.760 1.995 -0.074
H -4.880 -0.049 -1.536
C -3.047 -2.657 -1.051
O -2.365 -3.843 -0.589
H -3.601 -2.902 -1.967
H -2.283 -1.970 -1.319
H -3.630 -2.203 -0.189
H -2.001 -4.175 -1.394
C 1.769 -1.490 3.063
O 1.519 -0.138 3.263
H 1.797 -1.786 2.008
H 1.081 -2.128 3.533
H 2.726 -1.775 3.616
H 2.308 0.347 3.036
C -2.355 -1.148 -4.293
O -1.568 -2.223 -4.793
H -2.374 -1.184 -3.191
H -3.350 -1.356 -4.598
H -1.966 -0.168 -4.679
H -0.592 -2.062 -4.699
*
```

Values from the calculation:
* lowest unoccupied orbital energy: 0.0 eV
* HOMO: -8.6 eV
* frontier orbital gap: 8.53 eV
* calculated total energy: -43243.526 eV
* SMILES string: NC(N)=O.NC(N)=O.NC(N)=O.NC(N)=O.NC(N)=O.CO.CO.CO.CO
* ΔE to the lowest compared entry with this formula, charge and spin: 139.4 kcal/mol

The net atomic charges from Löwdin, expressed in e, are:
1. N 0.15
2. C -0.59
3. N 0.14
4. O -0.11
5. H 0.14
6. H 0.09
7. H 0.15
8. H 0.13
9. N 0.16
10. C -0.63
11. N 0.18
12. O -0.10
13. H 0.14
14. H 0.14
15. H 0.06
16. H 0.12
17. N 0.20
18. C -0.57
19. N 0.17
20. O -0.11
21. H 0.07
22. H 0.07
23. H 0.12
24. H 0.12
25. N 0.22
26. C -0.55
27. N 0.12
28. O -0.16
29. H 0.09
30. H 0.03
31. H 0.08
32. H 0.05
33. N 0.10
34. C -0.64
35. N 0.18
36. O -0.15
37. H 0.14
38. H 0.08
39. H 0.16
40. H 0.06
41. C -0.15
42. O -0.09
43. H 0.06
44. H 0.08
45. H 0.07
46. H 0.04
47. C -0.14
48. O -0.13
49. H 0.09
50. H 0.02
51. H 0.10
52. H 0.04
53. C -0.13
54. O -0.13
55. H 0.06
56. H 0.07
57. H 0.11
58. H 0.01
59. C -0.17
60. O -0.16
61. H 0.03
62. H 0.06
63. H 0.10
64. H 0.07